Record 1
Molecular formula: C16H26F12INO4PS3
Method: DFT, the ωB97M-V functional and the def2-TZVPD basis

```
64
Properties=species:S:1:pos:R:3:forces:R:3
C -0.139 5.004 -0.203 0.5 0.5 0.0
C 1.212 4.641 -0.951 -0.7 -0.2 0.6
C 1.087 3.364 -1.862 1.2 0.1 0.3
C 1.619 2.057 -1.095 2.3 3.1 -2.2
N 0.818 1.792 0.026 -0.2 -1.6 0.5
P 0.003 0.350 0.647 -5.9 2.9 0.3
S -0.733 1.770 2.223 0.3 1.6 2.2
C -1.471 0.927 -0.483 -0.1 0.9 -1.1
C -2.700 0.227 -1.058 -1.5 1.4 -1.8
C -2.995 0.873 -2.517 0.0 -0.9 1.7
I -2.928 -1.887 -1.481 0.1 0.2 0.3
C -0.979 -0.936 1.690 0.9 -1.5 1.9
C -0.717 -2.474 1.477 -0.7 -0.3 1.4
C -2.482 -0.630 2.123 -0.6 -0.6 0.5
C -3.433 -1.882 2.207 0.1 0.1 0.8
S 1.821 0.149 2.018 3.0 5.1 2.3
O 1.535 0.886 3.292 -1.0 -2.5 -0.8
O 3.001 0.928 1.546 -0.9 -2.6 -1.1
C 2.423 -1.431 2.659 3.1 -2.4 2.4
F 2.908 -2.383 1.798 -1.2 1.1 -0.2
F 1.634 -2.112 3.575 -0.3 1.1 -1.4
C 3.759 -1.192 3.559 0.1 -2.0 0.2
F 3.561 -0.523 4.699 0.4 0.2 -1.2
F 4.078 -2.489 3.971 -0.2 1.1 -0.2
F 4.831 -0.815 2.847 -1.0 0.5 0.8
S 0.829 -1.052 -0.902 2.5 2.8 -3.2
O 2.294 -0.869 -0.751 -1.8 -0.7 0.4
O 0.302 -0.526 -2.195 0.0 -0.9 1.6
C 0.801 -2.784 -1.314 1.9 -5.5 -1.2
F 1.747 -3.503 -0.577 -0.9 1.5 0.1
F -0.251 -3.674 -1.312 -0.2 1.6 0.3
C 1.349 -3.024 -2.831 1.1 -0.9 0.2
F 1.987 -4.263 -2.791 -0.8 0.9 0.1
F 2.316 -2.194 -3.267 -1.1 0.0 0.4
C 0.276 -3.261 -3.951 -0.1 -0.3 -2.7
F -0.220 -4.532 -3.987 0.3 1.2 0.8
F -0.749 -2.411 -4.057 0.8 -0.5 0.7
F 0.975 -3.156 -5.146 -0.5 0.0 1.1
H -0.937 4.265 -0.425 0.5 0.5 0.2
H 0.018 5.035 0.901 -0.2 -0.2 -0.8
H -0.474 6.033 -0.484 0.0 -0.9 0.1
H 1.598 5.522 -1.519 -0.4 -0.7 0.3
H 1.967 4.451 -0.147 -0.3 0.0 -0.8
H 1.802 3.523 -2.714 -0.7 -0.3 0.5
H 0.069 3.218 -2.285 0.5 0.2 0.3
H 2.641 2.420 -0.766 -0.7 -0.6 -0.1
H 1.883 1.375 -1.925 -0.9 -0.6 1.2
H 0.914 2.490 0.764 0.2 -0.5 -0.2
H -2.039 2.069 2.145 0.0 -0.4 -0.9
H -1.897 1.830 0.028 0.4 -1.1 0.1
H -1.010 1.500 -1.327 0.0 -1.2 0.4
H -3.645 0.496 -0.511 1.1 -0.7 -0.1
H -3.995 0.464 -2.774 0.6 0.7 -0.3
H -2.226 0.532 -3.239 -0.4 0.4 0.4
H -2.994 1.972 -2.352 -0.1 -0.6 -0.5
H -0.467 -0.791 2.692 -0.2 0.1 -1.2
H -1.413 -3.002 0.798 0.9 0.5 -0.1
H 0.353 -2.765 1.383 -0.7 0.3 -0.5
H -0.976 -2.934 2.474 0.3 0.4 -0.8
H -3.010 0.179 1.597 0.5 -0.4 -0.3
H -2.485 -0.278 3.188 0.4 0.0 -1.0
H -4.481 -1.534 2.387 0.8 -0.2 -0.3
H -3.152 -2.449 3.131 -0.2 0.2 -0.8
H -3.413 -2.584 1.356 -0.1 0.6 0.4
```
Positions in Å, forces in eV/Å.

Output
- E_HOMO: -5.578 eV
- Molecular weight: 778.4 g mol⁻¹
- Spin multiplicity: 1
- Net charge: -1
- Orbital gap: 7.6 eV
- E: -109193.574 eV

=====

Record 2
Molecular formula: C49H59N12O3RbS3Te
Method: DFT, the ωB97M-V functional and the def2-TZVPD basis

```
128
Properties=species:S:1:pos:R:3:forces:R:3
Rb 0.137 -0.519 0.047 0.2 -0.2 0.2
C -7.779 0.017 1.156 0.0 0.0 0.0
C -6.411 -0.317 0.626 0.0 0.0 0.0
C -6.213 -0.745 -0.686 0.0 0.0 0.0
C -4.951 -1.008 -1.174 0.0 0.0 0.0
C -3.787 -0.880 -0.390 0.0 0.0 0.0
N -2.528 -1.036 -0.933 -0.1 0.0 -0.1
C -2.316 -2.150 -1.693 0.1 0.1 0.0
C -2.792 -3.433 -1.332 0.0 0.0 0.1
C -2.463 -4.576 -2.027 0.0 0.0 0.0
C -1.635 -4.542 -3.151 0.0 0.0 0.0
C -1.207 -5.795 -3.864 0.0 0.0 0.0
C -1.194 -3.295 -3.557 0.0 0.0 0.0
C -1.533 -2.134 -2.869 0.0 0.1 0.0
N -1.154 -0.898 -3.485 0.1 -0.1 0.1
C -1.367 -0.579 -4.779 -0.1 0.0 -0.1
C -0.832 0.671 -4.991 0.0 0.0 0.0
C -0.312 1.031 -3.740 0.0 0.0 0.0
N -0.496 0.076 -2.838 0.1 0.0 -0.1
C -4.010 -0.494 0.943 0.0 0.0 0.1
C -5.284 -0.203 1.423 0.0 0.0 -0.1
N -2.965 -0.499 1.925 0.1 0.1 -0.2
C -2.980 -1.257 3.040 0.0 -0.1 0.1
C -1.938 -0.851 3.839 0.0 0.1 -0.1
C -1.343 0.193 3.109 0.1 0.1 -0.1
N -1.963 0.404 1.953 -0.2 0.1 0.1
H -8.556 -0.325 0.472 0.0 0.0 0.0
H -7.958 -0.452 2.125 0.0 0.0 0.0
H -7.905 1.094 1.287 0.0 0.0 0.0
H -7.069 -0.858 -1.343 0.0 0.0 0.0
H -4.825 -1.317 -2.206 0.0 0.0 0.0
H -3.430 -3.500 -0.458 0.0 0.0 0.0
H -2.849 -5.530 -1.682 0.0 0.0 0.0
H -1.917 -6.605 -3.694 0.0 0.0 0.0
H -1.132 -5.636 -4.941 0.0 0.0 0.0
H -0.229 -6.139 -3.517 0.0 0.0 0.0
H -0.563 -3.205 -4.435 0.0 0.0 0.0
H -1.905 -1.250 -5.427 0.0 0.0 0.0
H -0.842 1.243 -5.903 0.0 0.0 0.0
H 0.176 1.952 -3.463 0.0 0.0 0.0
H -5.379 0.103 2.460 0.0 0.0 0.0
H -3.727 -2.022 3.171 0.0 0.0 0.0
H -1.649 -1.262 4.789 0.0 0.0 0.1
H -0.492 0.809 3.366 0.0 0.0 0.0
N 2.920 3.979 0.805 0.0 -0.1 0.0
C 2.251 5.240 0.469 0.0 0.0 0.0
C 0.967 5.414 1.287 0.0 0.0 0.0
C -0.220 4.533 0.883 0.0 0.0 0.0
N -0.029 3.149 1.322 0.0 -0.1 0.0
C -0.421 4.569 -0.636 0.1 0.1 0.0
C 0.858 4.246 -1.404 0.1 -0.1 0.1
N 1.299 2.835 -1.072 -0.2 0.1 0.0
C 1.971 5.223 -1.038 0.0 0.0 0.0
H 2.886 3.760 1.795 0.0 0.0 0.0
H 3.891 3.989 0.517 0.0 0.0 0.0
H 1.888 2.898 -0.196 0.0 -0.1 -0.1
H 2.891 6.102 0.689 0.0 0.0 0.0
H 0.654 6.457 1.186 0.0 0.0 0.0
H 1.193 5.261 2.346 0.0 0.0 0.0
H -1.112 4.983 1.340 0.0 0.0 0.0
H -0.893 2.615 1.272 0.0 0.0 0.0
H 0.315 3.102 2.278 0.0 0.0 0.0
H -0.730 5.575 -0.934 0.0 0.0 0.0
H -1.212 3.880 -0.930 0.0 0.0 0.0
H 0.667 4.274 -2.478 0.0 0.0 0.0
H 1.855 2.398 -1.809 0.0 0.1 0.0
H 0.471 2.272 -0.855 0.0 0.0 -0.1
H 1.654 6.215 -1.368 0.0 0.0 0.0
H 2.890 4.982 -1.582 0.0 0.0 0.0
O 2.616 0.902 1.149 -0.1 0.0 -0.1
H 3.447 0.508 1.432 0.0 0.0 0.0
H 2.358 1.464 1.914 0.1 0.1 0.0
O -1.926 1.725 -1.040 0.1 0.1 0.0
H -2.033 0.756 -1.216 -0.1 0.0 0.0
H -2.669 1.917 -0.458 0.1 0.0 0.1
O 0.250 -2.759 1.997 -0.1 0.1 0.0
H 0.126 -2.484 2.919 0.1 -0.1 0.1
H -0.444 -3.413 1.854 0.0 0.0 0.0
N 2.679 -3.496 0.407 -0.1 0.0 0.0
C 2.576 -4.835 0.349 0.0 0.0 0.0
C 1.880 -5.129 -0.800 0.0 0.0 0.0
C 1.583 -3.875 -1.359 0.0 0.1 -0.1
N 2.057 -2.886 -0.615 0.1 0.0 0.0
H 2.985 -2.948 1.192 0.0 0.0 0.0
H 2.989 -5.463 1.119 0.0 0.0 0.0
H 1.622 -6.103 -1.177 0.0 0.0 0.0
H 1.042 -3.648 -2.264 0.0 0.0 0.0
Te 3.473 -0.314 -1.879 -0.1 -0.1 0.2
C 3.354 -1.585 -3.553 0.1 0.1 0.0
C 4.381 -2.494 -3.787 0.0 0.0 0.0
C 4.297 -3.377 -4.854 0.0 0.0 0.0
C 3.199 -3.344 -5.701 0.0 0.0 0.0
C 2.179 -2.432 -5.474 0.0 0.0 0.0
C 2.245 -1.564 -4.392 0.1 -0.1 -0.1
C 3.948 1.491 -2.874 0.0 0.1 0.0
C 4.750 2.422 -2.214 0.0 0.0 0.0
C 4.972 3.676 -2.767 0.0 0.0 0.0
C 4.404 4.011 -3.988 0.0 0.1 0.0
C 3.610 3.088 -4.652 0.0 0.0 0.0
C 3.372 1.837 -4.095 0.0 0.0 0.0
H 5.245 -2.513 -3.136 0.0 0.0 0.0
H 5.095 -4.087 -5.027 0.0 0.0 0.0
H 3.138 -4.029 -6.537 0.0 0.0 0.0
H 1.322 -2.393 -6.137 0.0 0.0 0.0
H 1.437 -0.875 -4.206 -0.1 0.1 0.1
H 5.209 2.163 -1.267 0.0 0.0 0.0
H 5.603 4.388 -2.249 0.0 0.0 0.0
H 4.587 4.985 -4.424 0.0 0.0 0.0
H 3.168 3.341 -5.608 0.0 0.0 0.0
H 2.741 1.127 -4.617 0.0 0.0 0.0
S 0.877 -2.841 5.492 0.0 0.0 0.0
C 1.160 -1.198 5.406 -0.2 0.0 -0.1
S 2.104 -0.448 4.167 0.2 0.0 0.0
C 1.666 1.153 4.742 -0.1 0.1 0.1
N 0.899 1.105 5.789 0.2 0.0 -0.2
N 0.650 -0.206 6.156 -0.1 0.0 0.1
C -0.250 -0.389 7.252 0.1 0.0 0.0
C -1.401 0.380 7.302 0.0 0.0 0.0
C -2.275 0.223 8.365 0.0 0.0 0.1
C -1.994 -0.693 9.371 0.0 0.0 0.0
C -0.828 -1.443 9.315 0.0 0.0 0.0
C 0.055 -1.291 8.256 -0.1 -0.1 0.1
S 2.210 2.569 3.944 0.0 -0.1 0.0
H -1.585 1.107 6.525 0.0 0.0 -0.1
H -3.175 0.822 8.410 0.0 0.0 0.0
H -2.676 -0.813 10.201 0.0 0.0 0.0
H -0.599 -2.151 10.100 0.0 0.0 0.0
H 0.963 -1.873 8.203 0.0 0.0 0.0
```
Positions in Å, forces in eV/Å.

Output
- E_HOMO: -6.486 eV
- Molecular weight: 1173.4 g mol⁻¹
- Spin multiplicity: 1
- Orbital gap: 6.6 eV
- E: -116250.300 eV

=====

Which of these has the lowest molecular weight?
C16H26F12INO4PS3

=====

What is the formula in the first record?
C16H26F12INO4PS3